1.
{"formula": "C23H32BeBr4ClF9LiMgN2O15S", "method": "ωB97M-V with the def2-TZVPD basis set", "charge": 1, "e_tot_ha": -14408.1850, "elements": ["C", "C", "C", "O", "O", "C", "O", "C", "C", "C", "C", "N", "C", "O", "N", "C", "O", "F", "C", "C", "C", "O", "C", "O", "C", "C", "O", "H", "H", "H", "H", "H", "H", "H", "H", "H", "H", "H", "H", "H", "H", "H", "H", "H", "H", "H", "H", "H", "H", "O", "S", "O", "O", "O", "C", "C", "C", "F", "F", "F", "F", "O", "C", "C", "F", "F", "F", "F", "H", "H", "H", "H", "Li", "Mg", "Cl", "C", "O", "H", "H", "H", "Be", "C", "Br", "Br", "Br", "H", "Br", "O", "H", "H"], "xyz": [[4.55, 0.36, 2.29], [3.86, -1.04, 2.62], [3.07, -1.64, 1.42], [2.03, -0.73, 0.97], [1.40, -1.37, -0.08], [1.32, -0.49, -1.14], [1.47, -0.93, -2.25], [1.01, 1.01, -0.90], [1.64, 2.09, -1.73], [2.60, 1.73, -2.91], [1.33, 3.50, -1.43], [0.46, 3.87, -0.38], [0.18, 5.22, -0.15], [0.08, 5.95, -1.18], [-0.05, 5.83, 1.12], [0.88, 5.47, 2.18], [1.92, 4.91, 2.08], [0.49, 5.90, 3.49], [-0.16, 2.90, 0.43], [0.09, 1.46, 0.18], [-0.67, 0.40, 1.08], [-1.30, -0.49, 0.17], [-2.47, -1.10, 0.71], [-3.51, -0.15, 1.03], [-4.21, -0.75, 2.17], [-5.63, -0.06, 2.34], [-5.98, -0.13, 3.72], [5.31, 0.57, 3.11], [3.80, 1.23, 2.25], [5.13, 0.34, 1.23], [3.21, -0.91, 3.52], [4.69, -1.76, 2.88], [2.63, -2.63, 1.74], [3.76, -1.78, 0.53], [3.21, 0.84, -2.61], [3.23, 2.61, -3.19], [1.95, 1.40, -3.77], [1.78, 4.30, -2.06], [-0.06, 6.85, 0.97], [-0.87, 3.20, 1.28], [0.07, -0.11, 1.78], [-1.37, 0.99, 1.74], [-2.90, -1.73, -0.12], [-2.25, -1.81, 1.56], [-4.39, -1.83, 1.90], [-3.53, -0.66, 3.05], [-6.36, -0.68, 1.74], [-5.55, 0.98, 1.93], [-5.18, -0.20, 4.28], [4.51, -4.45, -0.67], [3.74, -5.42, 0.11], [2.71, -6.02, -0.74], [3.10, -4.76, 1.25], [4.65, -6.46, 0.61], [-1.84, -2.16, -6.92], [-0.77, -1.53, -7.83], [0.24, -2.49, -8.46], [0.96, -3.16, -7.55], [1.12, -1.79, -9.23], [-0.14, -0.54, -7.14], [-1.44, -0.91, -8.84], [-1.60, -2.14, -5.51], [-0.79, -3.15, -4.96], [0.53, -2.61, -4.39], [1.24, -1.95, -5.33], [1.30, -3.62, -3.94], [-0.61, -4.12, -5.87], [-1.51, -3.70, -3.96], [-2.73, -1.55, -7.04], [-2.13, -3.16, -7.26], [-0.27, -3.21, -9.11], [0.34, -1.92, -3.57], [-0.59, 2.37, 2.80], [-1.92, 5.76, -1.77], [6.59, 0.99, 1.40], [-4.69, 3.01, 4.08], [-3.38, 3.29, 4.11], [-5.36, 3.76, 4.54], [-5.15, 2.88, 3.08], [-5.01, 2.08, 4.59], [-0.11, 7.37, 4.64], [-3.70, 0.70, 7.13], [-4.54, 0.27, 8.82], [-1.92, 1.41, 7.38], [-3.70, -0.83, 5.93], [-4.29, 1.47, 6.66], [2.69, 2.64, 2.04], [4.64, -5.42, 3.93], [4.48, -6.25, 4.37], [4.64, -5.65, 2.99]]}

---

2.
{"formula": "C23H32CaClNO5", "method": "ωB97M-V with the def2-TZVPD basis set", "charge": 2, "e_tot_ha": -2463.6299, "elements": ["C", "C", "C", "O", "C", "C", "O", "C", "C", "C", "C", "Cl", "C", "C", "C", "C", "C", "O", "C", "C", "C", "O", "N", "C", "C", "C", "C", "C", "C", "O", "H", "H", "H", "H", "H", "H", "H", "H", "H", "H", "H", "H", "H", "H", "H", "H", "H", "H", "H", "H", "H", "H", "H", "H", "H", "H", "H", "H", "H", "H", "H", "H", "Ca"], "xyz": [[-5.12, 1.02, 0.06], [-4.59, 0.26, -1.15], [-3.15, 0.61, -1.50], [-2.22, -0.40, -1.05], [-1.16, 0.10, -0.37], [-1.13, 0.14, 1.05], [-2.21, -0.36, 1.74], [-2.27, -1.83, 1.74], [-3.50, -2.37, 1.03], [-0.03, 0.69, 1.73], [0.02, 0.82, 3.23], [-0.56, -0.56, 4.21], [-0.76, 2.06, 3.69], [-0.55, 2.24, 5.21], [1.08, 1.22, 1.01], [2.32, 1.82, 1.65], [2.20, 3.31, 1.92], [2.62, 4.12, 1.17], [1.02, 1.14, -0.38], [-0.06, 0.59, -1.04], [0.24, 0.66, -2.53], [-0.52, 0.78, -3.41], [1.68, 0.69, -2.61], [2.33, -0.62, -2.36], [3.07, -1.16, -3.59], [3.72, -2.51, -3.22], [2.85, -3.72, -3.63], [5.15, -2.63, -3.73], [2.02, 1.52, -1.47], [2.85, 2.36, -1.43], [-4.42, 1.00, 0.90], [-5.36, 2.05, -0.19], [-6.04, 0.56, 0.41], [-4.66, -0.81, -1.00], [-5.23, 0.49, -2.00], [-3.05, 0.73, -2.58], [-2.88, 1.56, -1.04], [-2.34, -2.11, 2.79], [-1.34, -2.24, 1.37], [-3.84, -3.27, 1.53], [-3.24, -2.67, 0.02], [-4.29, -1.63, 0.96], [1.04, 0.96, 3.53], [-1.82, 1.84, 3.49], [-0.40, 2.94, 3.16], [0.43, 1.91, 5.53], [-1.27, 1.60, 5.77], [-0.60, 3.33, 5.47], [3.14, 1.71, 0.96], [2.62, 1.29, 2.55], [1.71, 3.66, 2.86], [3.06, -0.55, -1.56], [1.62, -1.39, -2.05], [3.80, -0.44, -3.94], [2.30, -1.35, -4.33], [3.78, -2.55, -2.13], [2.28, -4.07, -2.77], [3.51, -4.54, -3.88], [2.20, -3.48, -4.46], [5.64, -3.46, -3.23], [5.16, -2.78, -4.81], [5.73, -1.75, -3.46], [-2.60, 3.49, 6.16]]}

---

3.
{"formula": "C23H32ClN6O4S2", "method": "ωB97M-V with the def2-TZVPD basis set", "charge": -1, "e_tot_ha": -2781.7049, "elements": ["C", "C", "C", "Cl", "S", "O", "O", "N", "S", "O", "O", "H", "H", "H", "H", "H", "H", "H", "N", "C", "C", "C", "C", "H", "H", "H", "H", "H", "N", "C", "C", "C", "C", "H", "H", "H", "H", "H", "N", "C", "C", "C", "C", "H", "H", "H", "H", "H", "N", "C", "C", "C", "C", "H", "H", "H", "H", "H", "N", "C", "C", "C", "C", "H", "H", "H", "H", "H"], "xyz": [[3.08, -1.88, -0.74], [2.03, -0.76, -0.91], [0.89, -0.98, -1.89], [0.35, -2.67, -2.01], [-0.53, 0.05, -1.35], [0.08, 1.27, -0.85], [-1.39, 0.19, -2.50], [-1.13, -0.77, -0.16], [-2.64, -1.28, -0.16], [-3.48, -0.41, 0.63], [-2.70, -2.69, 0.13], [4.08, -1.45, -0.75], [2.94, -2.37, 0.22], [3.04, -2.62, -1.54], [2.51, 0.17, -1.21], [1.58, -0.56, 0.06], [1.10, -0.65, -2.90], [-3.03, -1.11, -1.44], [-4.66, 2.23, 0.40], [-5.87, 1.91, 0.95], [-6.82, 2.74, 0.42], [-6.15, 3.60, -0.50], [-4.82, 3.25, -0.49], [-3.81, 1.73, 0.59], [-5.94, 1.10, 1.66], [-7.87, 2.73, 0.65], [-6.59, 4.38, -1.11], [-3.98, 3.64, -1.04], [6.46, -3.14, 2.02], [5.19, -3.26, 2.51], [4.92, -2.16, 3.27], [6.08, -1.33, 3.24], [7.01, -1.97, 2.46], [6.92, -3.80, 1.42], [4.58, -4.11, 2.26], [4.00, -1.95, 3.78], [6.20, -0.38, 3.73], [8.01, -1.68, 2.18], [2.43, -5.84, 0.96], [1.46, -5.15, 0.28], [0.35, -5.10, 1.06], [0.65, -5.80, 2.26], [1.94, -6.24, 2.17], [3.36, -6.02, 0.62], [1.66, -4.73, -0.70], [-0.58, -4.61, 0.81], [-0.01, -5.95, 3.11], [2.56, -6.79, 2.87], [1.30, 1.65, 1.83], [1.45, 1.65, 3.19], [2.71, 2.10, 3.48], [3.35, 2.38, 2.24], [2.45, 2.10, 1.25], [0.49, 1.36, 1.31], [0.65, 1.32, 3.83], [3.13, 2.21, 4.47], [4.36, 2.74, 2.09], [2.51, 2.16, 0.18], [-4.67, 5.42, -5.94], [-4.05, 6.19, -4.99], [-4.16, 5.54, -3.79], [-4.87, 4.33, -4.02], [-5.17, 4.28, -5.35], [-4.74, 5.65, -6.91], [-3.59, 7.12, -5.25], [-3.77, 5.89, -2.85], [-5.13, 3.58, -3.29], [-5.69, 3.54, -5.94]]}

---

4.
{"formula": "C23H32N2O3", "method": "ωB97M-V with the def2-TZVPD basis set", "e_above_lowest_kcal_mol": 38.7, "charge": 0, "smiles": "CCCc1ccc2oc(C(=O)N3CCC(N4CCC[C@H](O)C4)CC3)c(C)c2c1", "e_tot_ha": -1230.8801, "elements": ["C", "C", "H", "H", "C", "C", "C", "C", "C", "C", "C", "H", "H", "O", "C", "C", "C", "H", "H", "H", "C", "O", "N", "C", "H", "C", "H", "H", "C", "N", "C", "H", "C", "O", "H", "C", "C", "C", "H", "H", "H", "H", "H", "H", "H", "H", "C", "H", "H", "C", "H", "H", "H", "H", "H", "H", "H", "H", "H", "H"], "xyz": [[-8.13, -0.41, 0.78], [-7.82, -0.63, -0.70], [-7.51, 0.31, -1.15], [-8.72, -0.98, -1.21], [-6.70, -1.67, -0.91], [-5.40, -1.19, -0.34], [-4.65, -0.26, -1.04], [-3.46, 0.20, -0.48], [-3.04, -0.28, 0.77], [-3.78, -1.21, 1.48], [-4.96, -1.65, 0.91], [-5.56, -2.38, 1.43], [-3.45, -1.57, 2.44], [-1.87, 0.29, 1.13], [-1.52, 1.14, 0.11], [-2.45, 1.14, -0.89], [-2.45, 1.91, -2.16], [-2.40, 1.23, -3.01], [-3.38, 2.48, -2.24], [-1.61, 2.59, -2.18], [-0.32, 2.00, 0.21], [-0.30, 3.08, -0.37], [0.73, 1.58, 0.97], [0.99, 0.25, 1.44], [0.12, -0.38, 1.32], [2.18, -0.35, 0.68], [1.93, -0.43, -0.38], [2.36, -1.36, 1.06], [3.43, 0.52, 0.83], [4.53, -0.14, 0.11], [5.19, -1.12, 0.95], [4.43, -1.70, 1.49], [5.99, -2.08, 0.07], [5.12, -2.77, -0.80], [4.53, -2.10, -1.17], [7.06, -1.28, -0.69], [6.41, -0.13, -1.44], [5.53, 0.71, -0.51], [5.04, 1.48, -1.10], [6.17, 1.20, 0.25], [7.17, 0.51, -1.89], [5.78, -0.53, -2.25], [7.58, -1.94, -1.38], [7.78, -0.90, 0.03], [6.47, -2.85, 0.68], [5.86, -0.65, 1.69], [3.07, 1.92, 0.32], [3.91, 2.61, 0.46], [2.82, 1.88, -0.74], [1.87, 2.46, 1.10], [1.58, 3.44, 0.71], [2.12, 2.54, 2.16], [3.68, 0.61, 1.90], [1.23, 0.31, 2.51], [-4.97, 0.10, -2.00], [-7.00, -2.61, -0.43], [-6.59, -1.86, -1.98], [-8.92, 0.33, 0.89], [-7.25, -0.04, 1.30], [-8.45, -1.34, 1.24]]}

---

5.
{"formula": "C23H32N2O3", "method": "ωB97M-V with the def2-TZVPD basis set", "e_above_lowest_kcal_mol": 65.2, "charge": 0, "smiles": "COc1ccc(CN2CCN(CCCc3ccccc3)[C@@H](CCO)C2)c(O)c1", "e_tot_ha": -1230.8379, "elements": ["C", "H", "O", "C", "C", "C", "C", "C", "C", "H", "H", "C", "N", "C", "C", "N", "C", "C", "H", "H", "C", "C", "C", "C", "C", "C", "C", "H", "H", "H", "H", "H", "H", "H", "H", "H", "C", "C", "H", "H", "H", "C", "H", "H", "C", "O", "H", "H", "H", "H", "H", "H", "H", "H", "H", "O", "H", "H", "H", "H"], "xyz": [[7.63, 1.55, -0.93], [7.27, 1.12, -1.87], [6.70, 2.44, -0.37], [5.48, 1.96, -0.01], [5.07, 0.64, -0.16], [3.81, 0.24, 0.25], [2.92, 1.16, 0.83], [3.34, 2.48, 0.96], [4.59, 2.88, 0.55], [4.91, 3.90, 0.66], [2.67, 3.20, 1.40], [1.58, 0.70, 1.35], [0.95, -0.24, 0.42], [0.41, 0.42, -0.75], [-0.03, -0.64, -1.77], [-0.91, -1.66, -1.24], [-2.32, -1.51, -1.47], [-3.06, -0.39, -0.71], [-2.97, -0.56, 0.37], [-2.61, 0.57, -0.94], [-4.54, -0.36, -1.09], [-5.25, 0.73, -0.32], [-5.30, 2.02, -0.82], [-5.92, 3.03, -0.10], [-6.48, 2.76, 1.13], [-6.42, 1.47, 1.64], [-5.81, 0.47, 0.92], [-5.77, -0.54, 1.32], [-6.86, 1.25, 2.60], [-6.96, 3.54, 1.70], [-5.96, 4.03, -0.51], [-4.87, 2.24, -1.79], [-4.99, -1.33, -0.86], [-4.63, -0.18, -2.16], [-2.79, -2.47, -1.23], [-2.45, -1.34, -2.55], [-0.48, -2.18, 0.05], [-0.06, -1.08, 1.03], [0.35, -1.54, 1.93], [-0.95, -0.48, 1.32], [-1.33, -2.72, 0.49], [0.64, -3.21, -0.19], [1.48, -2.73, -0.69], [0.25, -3.97, -0.87], [1.15, -3.92, 1.07], [1.97, -3.12, 1.88], [2.73, -2.82, 1.37], [1.69, -4.83, 0.77], [0.31, -4.21, 1.71], [-0.52, -0.16, -2.62], [0.88, -1.14, -2.15], [1.18, 1.05, -1.19], [-0.45, 1.06, -0.47], [0.94, 1.57, 1.55], [1.74, 0.17, 2.29], [3.45, -1.06, 0.06], [2.47, -1.08, 0.20], [5.71, -0.11, -0.60], [8.52, 2.15, -1.13], [7.88, 0.75, -0.23]]}

---

6.
{"formula": "C23H32N2O3", "method": "ωB97M-V with the def2-TZVPD basis set", "e_above_lowest_kcal_mol": 78.6, "charge": 0, "smiles": "COc1cc(CN2CCN(CCc3ccccc3)[C@H](CCO)C2)cc(OC)c1", "e_tot_ha": -1230.8164, "elements": ["C", "H", "O", "C", "C", "C", "C", "C", "C", "H", "C", "N", "C", "H", "C", "N", "C", "C", "H", "H", "H", "H", "C", "H", "C", "C", "C", "C", "C", "C", "C", "H", "H", "H", "H", "H", "H", "H", "H", "C", "H", "H", "C", "O", "H", "H", "H", "H", "H", "H", "H", "H", "O", "C", "H", "H", "H", "H", "H", "H"], "xyz": [[-4.85, -1.72, -2.94], [-5.83, -1.81, -2.45], [-4.19, -0.53, -2.58], [-3.89, -0.32, -1.26], [-4.17, -1.22, -0.24], [-3.83, -0.90, 1.07], [-3.20, 0.31, 1.34], [-2.92, 1.21, 0.33], [-3.27, 0.89, -0.98], [-3.07, 1.57, -1.79], [-2.18, 2.49, 0.62], [-0.73, 2.38, 0.56], [-0.22, 2.04, -0.75], [-0.46, 0.99, -1.02], [1.30, 2.24, -0.78], [1.98, 1.47, 0.27], [1.36, 1.68, 1.57], [-0.16, 1.49, 1.55], [-0.42, 0.44, 1.35], [-0.56, 1.76, 2.54], [1.58, 2.70, 1.89], [1.81, 0.99, 2.29], [2.21, 0.06, -0.04], [2.25, -0.06, -1.13], [3.56, -0.39, 0.55], [3.83, -1.82, 0.18], [4.55, -2.13, -0.97], [4.77, -3.45, -1.33], [4.26, -4.48, -0.55], [3.54, -4.18, 0.59], [3.32, -2.86, 0.95], [2.76, -2.63, 1.84], [3.14, -4.97, 1.21], [4.43, -5.51, -0.83], [5.33, -3.68, -2.22], [4.95, -1.34, -1.58], [3.53, -0.29, 1.63], [4.35, 0.25, 0.16], [1.41, -0.59, 0.33], [1.66, 3.72, -0.68], [1.16, 4.25, -1.49], [1.30, 4.13, 0.26], [3.17, 3.96, -0.80], [3.90, 3.47, 0.29], [3.56, 2.57, 0.46], [3.53, 3.50, -1.73], [3.38, 5.03, -0.84], [1.68, 1.87, -1.74], [-0.68, 2.69, -1.49], [-2.48, 3.26, -0.10], [-2.43, 2.84, 1.63], [-2.96, 0.54, 2.37], [-4.06, -1.70, 2.14], [-4.71, -2.93, 1.95], [-4.79, -3.38, 2.94], [-4.13, -3.60, 1.30], [-5.71, -2.80, 1.53], [-4.66, -2.16, -0.46], [-4.25, -2.61, -2.71], [-5.00, -1.66, -4.02]]}

---

| no. | molar mass (u) | frontier orbital gap (eV) |
| --- | --- | --- |
| 1 | 1174.88 | 1.19 |
| 2 | 478.04 | 2.76 |
| 3 | 556.13 | 7.87 |
| 4 | 384.52 | 8.96 |
| 5 | 384.52 | 8.78 |
| 6 | 384.52 | 8.76 |